Density functional theory data (ωB97M-V with the def2-TZVPD basis set) for a structure of composition C40H45AsGeN4NiS in a non-equilibrium geometry.

Element x y z (Å)
1 As 0.30 -3.74 -0.52
2 Ge 1.20 0.45 -0.95
3 Ni -1.01 0.48 0.01
4 S -1.36 2.70 0.73
5 N -3.52 0.05 2.22
6 N -2.11 1.66 -1.48
7 N -0.60 -0.21 2.19
8 N 1.38 2.42 5.65
9 C -3.65 1.05 3.28
10 C 2.92 4.09 -3.56
11 C 1.80 -4.88 0.04
12 C 2.77 -1.03 1.12
13 C 1.27 -0.74 4.21
14 C -3.94 -0.58 -0.10
15 C 1.07 1.58 4.93
16 C -2.02 2.85 -0.86
17 C -2.30 -1.67 -1.45
18 C 0.70 0.53 4.06
19 C 1.98 2.03 -1.92
20 C 1.93 -0.97 -2.17
21 C -2.59 -0.78 -0.41
22 C 3.36 2.36 -1.88
23 C -3.88 -1.29 2.69
24 C -0.23 0.74 3.06
25 C -1.13 -4.82 0.29
26 C 5.62 2.09 -1.06
27 C 5.17 3.82 -2.64
28 C 1.14 2.70 -2.78
29 C -2.48 4.03 -1.43
30 C -4.29 0.40 1.00
31 C 4.32 1.68 -1.10
32 C -3.08 3.95 -2.67
33 C 6.06 3.17 -1.83
34 C 4.00 0.03 2.89
35 C -4.63 -2.16 -1.77
36 C 0.85 -1.73 3.34
37 C -4.94 -1.27 -0.76
38 C 3.82 3.44 -2.69
39 C 0.03 -4.37 -2.37
40 C 2.23 0.20 0.75
41 C 3.66 -1.11 2.17
42 C 3.44 1.25 2.54
43 C -0.07 -1.43 2.35
44 C -3.21 2.71 -3.29
45 C 2.55 1.33 1.49
46 C -3.31 -2.36 -2.12
47 C -2.70 1.59 -2.66
48 C 1.61 3.72 -3.62
49 H -3.32 2.02 2.92
50 H 1.24 -2.74 3.41
51 H -4.69 1.12 3.60
52 H -1.27 -1.84 -1.75
53 H 2.14 2.29 1.21
54 H 4.70 -0.04 3.71
55 H 2.97 -0.72 -2.33
56 H -4.93 -1.30 2.98
57 H 2.02 -0.93 4.96
58 H -2.79 0.61 -3.10
59 H 7.10 3.48 -1.80
60 H -1.04 -4.53 -2.53
61 H 2.51 -1.92 0.55
62 H 1.42 -0.95 -3.13
63 H 0.55 -5.30 -2.54
64 H -3.04 0.77 4.14
65 H -3.27 -1.58 3.55
66 H -2.10 -4.35 0.12
67 H -3.48 4.84 -3.14
68 H -3.71 2.62 -4.25
69 H 0.92 4.22 -4.29
70 H -2.37 4.96 -0.91
71 H 6.33 1.56 -0.43
72 H 5.49 4.65 -3.26
73 H -3.72 -2.01 1.88
74 H 3.30 4.88 -4.20
75 H -5.35 0.38 1.23
76 H 1.86 -1.97 -1.75
77 H -5.42 -2.69 -2.29
78 H -0.97 -4.92 1.37
79 H -2.51 0.03 1.88
80 H 0.09 2.45 -2.81
81 H 4.10 -2.06 2.44
82 H -0.38 -2.18 1.63
83 H -1.13 -5.81 -0.15
84 H -4.00 1.41 0.71
85 H 4.02 0.82 -0.52
86 H -3.06 -3.03 -2.93
87 H 3.71 2.14 3.09
88 H 0.37 -3.64 -3.11
89 H -5.98 -1.11 -0.49
90 H 2.72 -4.58 -0.45
91 H 1.94 -4.78 1.12
92 H 1.61 -5.93 -0.18
93 H -0.69 1.71 2.94

Its HOMO energy (spin up / spin down) is -10.0 / -10.0 eV. The LUMO energy (spin up / spin down) comes out at -2.9 / -4.7 eV. Its spin multiplicity is 4. As for the charge: +1. The calculation puts the calculated total energy at -7989.1581 Eh. The calculation puts the relative energy (zero: lowest compared OMol25 entry of this formula, charge and spin) at 1.348 eV. The value obtained for the HOMO-LUMO gap (spin up / spin down) is 7.08 / 5.29 eV.

Density functional theory data (ωB97M-V with the def2-TZVPD basis set) for a cluster of 3 separate species, CH3NO3 in total in a non-equilibrium geometry.

Element x y z (Å)
1 O 3.87 -0.86 0.01
2 O 3.33 0.36 1.74
3 O -10.89 5.95 -4.26
4 N 3.35 -0.74 1.14
5 C 3.57 -3.31 2.42
6 H 3.25 -3.46 1.27
7 H 4.81 -3.15 2.42
8 H -11.29 5.22 -4.74

Its HOMO energy (spin up / spin down) is -0.9 / -0.9 eV. The LUMO energy (spin up / spin down) comes out at 4.3 / 4.3 eV. As for the charge: -2. The calculation puts the calculated total energy at -320.1026 Eh. The calculation puts the relative energy (zero: lowest compared OMol25 entry of this formula, charge and spin) at 3.371 eV. The value obtained for the HOMO-LUMO gap (spin up / spin down) is 5.19 / 5.19 eV.

Density functional theory data (ωB97M-V with the def2-TZVPD basis set) for a cluster of 2 separate species, Br2IOP in total in a non-equilibrium geometry.

Element x y z (Å)
1 I 0.10 -1.96 -2.28
2 Br -2.21 0.52 0.37
3 Br 2.31 -2.79 -1.47
4 P -0.19 0.17 1.43
5 O 0.52 -0.64 0.43

Its HOMO energy is -9.3 eV. The LUMO energy comes out at -1.6 eV. The calculation puts the calculated total energy at -5862.3442 Eh. The calculation puts the relative energy (zero: lowest compared OMol25 entry of this formula, charge and spin) at 1.346 eV. The SMILES is O=PBr.BrI. The value obtained for the HOMO-LUMO gap is 7.68 eV.

Density functional theory data (ωB97M-V with the def2-TZVPD basis set) for the molecule C11H14BN in a non-equilibrium geometry.

Element x y z (Å)
1 N 0.17 -0.82 0.52
2 C -0.46 1.20 -1.14
3 C -3.74 0.60 -0.63
4 C 4.08 0.31 0.04
5 C -2.85 -0.94 1.18
6 C 1.47 -0.48 0.39
7 C 2.50 -1.15 1.13
8 C -2.60 -0.40 -0.32
9 C 0.90 1.41 -1.25
10 C 3.83 -0.77 0.89
11 C 1.85 0.52 -0.58
12 C 3.17 0.95 -0.70
13 B -1.07 0.10 -0.34
14 H -3.80 -1.18 1.56
15 H 1.41 2.18 -1.74
16 H -2.50 -0.15 1.76
17 H -3.52 1.29 -1.41
18 H -4.46 -0.14 -0.96
19 H 3.32 1.72 -1.46
20 H 4.73 -1.02 1.45
21 H 5.12 0.64 -0.14
22 H -2.19 -1.73 1.41
23 H -2.56 -1.30 -1.04
24 H -4.19 1.06 0.29
25 H -1.01 1.71 -1.89
26 H 2.28 -1.97 1.89
27 H 0.13 -1.66 1.10

Its HOMO energy (spin up / spin down) is -7.9 / -7.9 eV. The LUMO energy (spin up / spin down) comes out at 0.2 / 0.2 eV. The calculation puts the calculated total energy at -507.1276 Eh. The calculation puts the relative energy (zero: lowest compared OMol25 entry of this formula, charge and spin) at 1.162 eV. The SMILES is CC(C)B1C=Cc2ccccc2N1. The value obtained for the HOMO-LUMO gap (spin up / spin down) is 8.06 / 8.06 eV.

Density functional theory data (ωB97M-V with the def2-TZVPD basis set) for a structure of composition C35H52InOP4 in a non-equilibrium geometry.

Element x y z (Å)
1 In -0.37 -1.11 0.07
2 P 0.79 -2.29 -1.78
3 P -3.00 -1.78 0.01
4 P -0.24 -2.00 2.63
5 P 2.01 1.19 1.45
6 O -2.25 -1.22 -4.59
7 C 2.78 1.74 4.12
8 C -3.54 -1.65 -1.72
9 C -1.89 2.15 0.25
10 C 2.59 2.26 5.40
11 C 0.44 -1.36 -3.27
12 C 1.87 2.95 -2.24
13 C 1.93 2.46 0.15
14 C -0.01 -3.83 2.58
15 C 1.90 2.09 3.07
16 C -1.65 -1.81 3.78
17 C 0.86 3.00 3.33
18 C -2.06 1.88 1.56
19 C 0.70 3.54 4.61
20 C 4.33 -0.38 1.37
21 C 5.71 -0.59 1.40
22 C 4.71 2.02 1.50
23 C -3.93 0.70 -7.19
24 C 1.66 4.31 -1.95
25 C 6.09 1.80 1.49
26 C -3.06 -0.25 -6.64
27 C -4.40 -0.24 -4.57
28 C 1.55 3.17 5.65
29 C 3.82 0.93 1.43
30 C 1.15 -1.46 3.72
31 C 2.00 2.03 -1.20
32 C 6.59 0.50 1.45
33 C -4.92 1.28 -6.36
34 C -4.29 -0.83 0.89
35 C 1.65 4.75 -0.62
36 C 0.09 -3.95 -1.86
37 C -3.25 -0.59 -5.28
38 C 1.82 3.83 0.42
39 C -5.18 0.80 -5.06
40 C 2.55 -2.34 -1.42
41 C -3.32 -3.53 0.46
42 H -4.17 0.24 0.70
43 H -0.09 4.27 4.77
44 H -3.03 1.62 2.00
45 H 0.11 -4.39 -0.85
46 H 6.77 2.66 1.52
47 H 3.64 -1.22 1.32
48 H -0.64 -1.35 -3.48
49 H 2.92 -1.31 -1.28
50 H 2.18 0.98 -1.44
51 H 0.19 3.30 2.52
52 H 0.88 -4.08 1.99
53 H 1.53 5.81 -0.38
54 H 1.43 3.59 6.64
55 H 1.23 -2.13 4.60
56 H -2.92 -2.27 -2.39
57 H 3.10 -2.82 -2.25
58 H 6.09 -1.61 1.38
59 H 0.12 -4.23 3.60
60 H -0.96 -3.91 -2.20
61 H -3.24 -3.66 1.55
62 H 0.75 -0.31 -3.15
63 H -1.47 -2.37 4.70
64 H -5.55 2.09 -6.75
65 H -1.78 -0.76 4.04
66 H 1.94 2.63 -3.28
67 H -0.96 2.56 -0.16
68 H 3.27 1.96 6.20
69 H -0.88 -4.32 2.11
70 H 0.68 -4.58 -2.54
71 H 4.33 3.04 1.55
72 H -2.58 -4.18 -0.03
73 H -4.59 -1.94 -1.85
74 H -3.43 -0.61 -2.05
75 H -2.29 -0.76 -7.22
76 H 3.62 1.08 3.94
77 H -4.20 -0.99 1.97
78 H -4.33 -3.84 0.14
79 H -1.24 1.91 2.28
80 H 7.67 0.33 1.45
81 H -4.61 -0.78 -3.65
82 H -3.85 0.98 -8.25
83 H 2.72 -2.90 -0.49
84 H 0.99 -1.82 -4.11
85 H -5.30 -1.14 0.58
86 H -1.46 -1.27 -5.18
87 H -5.99 1.20 -4.43
88 H 1.51 5.03 -2.76
89 H 1.88 4.19 1.45
90 H 0.97 -0.43 4.07
91 H -2.59 -2.16 3.34
92 H 2.10 -1.47 3.16
93 H -2.67 1.95 -0.50

Its HOMO energy is -14.4 eV. The LUMO energy comes out at -10.5 eV. As for the charge: +3. The calculation puts the calculated total energy at -2994.6846 Eh. The calculation puts the relative energy (zero: lowest compared OMol25 entry of this formula, charge and spin) at 0.000 eV. The value obtained for the HOMO-LUMO gap is 3.92 eV.

Density functional theory data (ωB97M-V with the def2-TZVPD basis set) for a cluster of 7 separate species, C38H86O11 in total in a non-equilibrium geometry.

Element x y z (Å)
1 O -4.48 -1.63 -1.22
2 O 6.00 -3.61 0.50
3 O 1.48 -5.05 0.84
4 O -6.65 -2.18 -0.43
5 O 3.47 0.71 -3.64
6 O -0.20 8.23 1.60
7 O -1.64 0.88 5.62
8 O -6.25 -1.57 -2.74
9 O 2.99 -3.18 -6.03
10 O -6.00 -3.47 1.61
11 O -4.16 3.51 1.48
12 C 5.27 0.49 -5.30
13 C -0.58 0.26 6.33
14 C -2.15 -1.47 1.41
15 C 2.87 1.88 -4.20
16 C 0.08 0.64 0.27
17 C -3.73 -1.16 1.25
18 C -1.92 7.19 3.02
19 C 1.67 0.67 0.60
20 C 3.10 -4.41 -5.32
21 C 3.20 -3.24 -7.43
22 C -1.18 10.48 1.66
23 C 1.65 -6.07 -0.13
24 C -2.21 2.04 6.23
25 C -0.97 -0.23 7.71
26 C -6.23 2.49 0.62
27 C -5.67 -2.92 0.33
28 C 4.47 -5.06 -5.43
29 C 5.49 -3.80 1.84
30 C 4.12 -0.16 -4.55
31 C -1.06 9.15 0.95
32 C 4.46 -2.00 -0.74
33 C 0.21 -4.95 1.46
34 C -4.28 -2.17 0.12
35 C 3.28 -1.47 0.23
36 C 4.94 -3.52 -0.48
37 C 0.69 -5.95 -1.31
38 C -5.58 3.53 1.52
39 C -0.85 0.90 1.56
40 C -1.36 -0.41 2.32
41 C -3.56 3.75 0.21
42 C 2.23 -4.16 -8.15
43 C -0.20 -6.20 2.22
44 C -1.22 3.17 6.43
45 C -3.90 5.10 -0.38
46 C -0.56 7.86 2.92
47 C -5.88 -1.78 -1.58
48 C 2.53 -0.22 -0.47
49 C 1.80 1.58 -5.22
50 H -0.45 -0.93 2.78
51 H -2.12 6.89 4.05
52 H 3.40 -0.60 -5.24
53 H 1.81 0.30 1.67
54 H 0.54 -6.45 2.98
55 H -7.31 2.53 0.72
56 H -0.18 1.47 2.32
57 H -0.13 -0.74 8.19
58 H 5.25 -4.38 -5.08
59 H 6.29 -4.26 2.51
60 H -5.88 1.49 0.89
61 H 6.01 0.89 -4.59
62 H 4.24 -3.52 -7.64
63 H 0.81 -4.98 -1.80
64 H 2.32 -5.19 -7.82
65 H -3.81 2.94 -0.48
66 H 2.41 -4.13 -9.23
67 H -3.38 5.25 -1.33
68 H 3.74 -1.11 1.21
69 H -5.98 2.65 -0.43
70 H 0.89 -6.74 -2.04
71 H -5.86 3.33 2.56
72 H 5.76 -0.24 -5.95
73 H -0.30 -7.06 1.56
74 H -5.95 4.54 1.29
75 H -4.31 -1.20 2.22
76 H 1.35 2.51 -5.59
77 H 4.71 -5.32 -6.47
78 H -3.50 -3.02 0.16
79 H -3.61 5.90 0.31
80 H -0.54 -4.67 0.72
81 H 4.93 1.32 -5.92
82 H -6.19 -4.43 1.45
83 H 2.05 1.75 0.50
84 H -0.19 10.95 1.78
85 H -3.01 2.38 5.56
86 H 3.08 -2.22 -7.81
87 H -1.74 -1.61 0.35
88 H 5.23 -2.78 2.31
89 H 5.37 -3.91 -1.46
90 H 2.20 1.04 -6.09
91 H 2.91 -4.18 -4.27
92 H -1.28 0.59 8.36
93 H -0.77 3.46 5.48
94 H -0.64 9.32 -0.05
95 H 3.65 2.53 -4.61
96 H -0.27 -0.60 5.72
97 H 5.38 -1.31 -0.61
98 H 1.56 -7.06 0.35
99 H 1.01 0.96 -4.79
100 H -0.35 -6.04 -1.00
101 H -2.05 -0.10 3.19
102 H -3.80 -0.09 0.81
103 H 2.54 -2.31 0.42
104 H -1.72 4.04 6.87
105 H -0.12 1.53 -0.45
106 H 1.80 -0.65 -1.26
107 H -1.17 -6.05 2.70
108 H 0.28 0.93 6.37
109 H 4.06 -4.23 -0.20
110 H -2.70 1.76 7.17
111 H 0.21 7.15 3.26
112 H -2.07 -2.50 1.92
113 H -1.61 10.38 2.66
114 H -1.81 -0.93 7.64
115 H -0.18 -0.30 -0.33
116 H -1.71 1.62 1.30
117 H 4.51 -5.97 -4.84
118 H -0.49 8.72 3.59
119 H 3.30 0.42 -1.04
120 H 2.31 -5.10 -5.63
121 H -4.97 5.21 -0.56
122 H -2.48 3.69 0.36
123 H -0.41 2.88 7.11
124 H -2.05 8.70 0.79
125 H 0.28 -4.12 2.16
126 H 4.57 -4.50 1.89
127 H -2.72 7.86 2.70
128 H 2.67 -5.99 -0.50
129 H -5.54 -3.87 -0.32
130 H -1.96 6.31 2.38
131 H 4.52 -0.99 -3.95
132 H -1.82 11.16 1.10
133 H 2.42 2.42 -3.36
134 H 4.06 -1.97 -1.82
135 H 1.20 -3.84 -7.96

Its HOMO energy is -9.2 eV. The LUMO energy comes out at 0.2 eV. The calculation puts the calculated total energy at -2326.8433 Eh. The SMILES is COCCCCCCCCCC[C@@H]1OC(=O)O[C@@H]1O.CCOCC.CCOCC.CCOCC.CCOCC.CCOCC.CCOCC. The value obtained for the HOMO-LUMO gap is 9.41 eV.

Density functional theory data (ωB97M-V with the def2-TZVPD basis set) for a cluster of 7 separate species, C42H42O14 in total in a non-equilibrium geometry.

Element x y z (Å)
1 O -6.46 2.75 -0.29
2 O 0.67 1.38 -1.68
3 O -5.60 -1.95 -2.49
4 O 8.65 0.06 1.46
5 O -2.76 -2.29 4.59
6 O -1.55 2.41 -3.12
7 O 3.71 2.33 2.58
8 O -0.40 3.81 -6.13
9 O -0.12 -0.69 3.41
10 O -0.36 -3.30 -3.40
11 O 5.18 -2.76 8.04
12 O -5.42 -0.92 0.08
13 O 2.63 -0.88 -6.76
14 O 1.90 0.66 5.01
15 C -4.02 -3.48 -3.51
16 C 3.82 -2.40 5.98
17 C 3.98 -0.68 7.73
18 C 0.14 -0.26 2.15
19 C -2.64 -3.85 -3.55
20 C 6.71 0.12 2.77
21 C 6.80 1.42 0.69
22 C -3.75 -2.23 1.06
23 C 0.48 2.66 -6.27
24 C 1.66 1.15 -7.66
25 C 1.01 2.03 -5.13
26 C -5.22 2.11 -2.29
27 C 5.59 2.12 1.04
28 C 7.39 0.51 1.65
29 C 1.45 -0.12 1.65
30 C 2.72 -0.20 5.74
31 C -3.05 -2.66 2.23
32 C -4.35 -2.29 -2.91
33 C -5.03 -0.58 2.37
34 C -0.78 0.43 0.02
35 C 1.98 0.34 -6.64
36 C -4.66 -1.15 1.16
37 C 3.04 -1.47 5.24
38 C -2.85 2.92 -1.20
39 C -2.76 2.40 -2.45
40 C -1.58 -2.88 -3.33
41 C 0.95 2.36 -7.55
42 C -5.27 2.63 -1.00
43 C 1.52 0.37 0.33
44 C 3.30 0.17 6.94
45 C 5.48 0.81 3.06
46 C 0.44 0.74 -0.50
47 C -3.23 -1.36 -2.46
48 C 4.35 -1.91 7.24
49 C 4.87 1.69 2.20
50 C -3.34 -2.00 3.39
51 C -4.35 -0.96 3.47
52 C -4.09 1.96 -3.04
53 C 1.79 0.80 -5.32
54 C -1.03 0.01 1.33
55 C -4.03 2.99 -0.45
56 C -1.87 -1.70 -2.72
57 H -0.15 1.74 -2.16
58 H -3.98 3.27 0.57
59 H 3.45 2.68 1.87
60 H 7.22 1.57 -0.29
61 H -3.55 -2.77 0.34
62 H 2.62 0.66 -0.01
63 H -3.51 -0.42 -1.80
64 H 2.92 1.24 7.34
65 H 2.35 -0.21 2.23
66 H -5.12 -1.10 -0.82
67 H 1.23 0.30 4.51
68 H 0.71 2.68 -8.58
69 H 2.74 -1.06 -7.73
70 H -1.61 0.95 -0.58
71 H 5.85 -2.28 8.54
72 H -2.77 -3.28 4.84
73 H 4.12 -3.43 5.67
74 H -0.79 4.22 -6.82
75 H -2.36 -4.80 -3.87
76 H 2.32 0.52 -4.45
77 H -3.93 1.46 -4.09
78 H -4.53 -4.27 -4.05
79 H 5.19 2.98 0.39
80 H 0.80 2.23 -4.15
81 H -1.00 -0.76 3.75
82 H -2.13 -0.38 1.54
83 H -4.81 -0.57 4.56
84 H 2.35 -1.78 4.37
85 H -1.92 3.40 -0.70
86 H 1.98 0.90 -8.71
87 H -1.14 -0.77 -2.25
88 H -6.01 1.59 -2.63
89 H 4.93 0.57 3.97
90 H 4.37 -0.28 8.57
91 H -7.31 2.63 -0.75
92 H 7.15 -0.57 3.49
93 H 8.52 -0.84 1.52
94 H -0.18 -4.15 -3.89
95 H -5.61 0.32 2.32
96 H -6.33 -2.25 -2.94
97 H -2.19 -3.44 2.13
98 H -1.54 2.27 -3.96

Its HOMO energy is -7.7 eV. The LUMO energy comes out at 0.4 eV. The calculation puts the calculated total energy at -2678.6205 Eh. The calculation puts the relative energy (zero: lowest compared OMol25 entry of this formula, charge and spin) at 8.430 eV. The SMILES is Oc1ccc(O)cc1.Oc1ccc(O)cc1.Oc1ccc(O)cc1.Oc1ccc(O)cc1.Oc1ccc(O)cc1.Oc1ccc(O)cc1.Oc1ccc(O)cc1. The value obtained for the HOMO-LUMO gap is 8.06 eV.

Question: Which of these has the highest calculated total energy?
Answer: CH3NO3

Question: Among the records above, which one has the lowest calculated total energy?
Answer: C40H45AsGeN4NiS